Here is the molecule C4H7NO2 from OMol25. Energies are from ωB97M-V/def2-TZVPD.

Structure (ORCA input):
```
! RIJCOSX wB97M-V def2-TZVPD def2/J DEFGRID3
* xyz 0 1
O -1.504 -0.180 0.703
O 1.308 0.452 1.204
N -0.550 1.256 -0.919
C -0.415 -1.115 0.643
C 0.551 0.314 -1.113
C -1.427 0.924 -0.065
C 0.862 -0.427 0.186
H 1.426 0.867 -1.473
H -2.261 1.587 0.155
H -0.696 -1.923 -0.044
H 1.644 -1.178 0.024
H -0.293 -1.518 1.655
H 1.060 1.349 0.948
H 0.295 -0.407 -1.902
*
```

Lowest unoccupied orbital energy (eV): 0.83
SMILES: O[C@@H]1CN=COC1
Energy above the lowest of the compared OMol25 structures with the same formula, charge and spin (kcal/mol): 33.1
Orbital gap (eV): 10.7593